The following is a DFT calculation (wB97M-V/def2-TZVPD) of a structure of composition C9H19InNO in a non-equilibrium geometry.

```
31
Properties=species:S:1:pos:R:3:forces:R:3
In 2.166360 -1.745614 3.169470 0.470 -0.246 0.665
C 0.064030 1.498356 2.175720 -0.730 0.882 2.147
C -0.275050 0.957846 0.810240 3.902 0.464 0.786
C 0.573540 1.756336 -0.230880 -1.270 -0.468 -0.755
C 0.693130 1.133376 -1.612860 -0.427 1.638 1.373
C 1.132510 -0.252294 -1.444060 -0.108 0.455 -1.278
C 0.271160 -1.137404 -0.527140 3.829 1.447 2.075
N 0.065710 -0.506744 0.834070 -4.364 0.324 -4.894
O -0.676740 -1.294724 1.674560 2.385 1.112 0.268
C -1.025960 -1.339964 -1.296800 -2.734 0.219 -0.865
C 0.982570 -2.474074 -0.413400 0.052 -0.866 -0.273
C -1.813640 1.183306 0.518960 -1.678 0.347 -0.117
H -0.447260 2.448426 2.330780 -0.038 0.051 -0.156
H 1.106030 1.734766 2.391220 0.278 -0.269 -0.672
H -0.272140 0.894816 3.018830 -0.298 -0.250 -0.129
H 0.090050 2.723826 -0.366160 -0.078 0.317 0.342
H 1.559210 1.975996 0.179390 0.057 0.057 0.270
H 1.381570 1.773426 -2.164680 0.357 -0.106 -0.240
H -0.204060 1.217596 -2.226100 -0.400 0.034 -0.108
H 2.165270 -0.155784 -1.109110 0.264 -0.665 0.273
H 1.105460 -0.633364 -2.464920 0.318 -0.978 0.280
H -1.869000 -1.572024 -0.646010 0.031 -0.606 0.106
H -1.366200 -0.471354 -1.860590 0.496 0.195 0.101
H -0.825880 -2.137524 -2.012320 -0.044 -0.082 0.184
H 0.292350 -3.238324 -0.770600 0.483 -0.501 0.733
H 1.802780 -2.404944 -1.127950 -0.039 -0.327 -0.025
H 1.452840 -2.642584 0.555390 -0.429 -0.344 -0.013
H -2.487960 0.632076 1.174350 0.230 -0.829 -0.193
H -2.020660 1.163846 -0.551020 0.157 -0.616 0.042
H -2.122140 2.186266 0.813940 0.927 0.425 0.164
H -1.497870 -1.273534 1.177670 -1.598 -0.815 -0.092
```
Forces are in eV/Å.

Computed properties:
- Total energy: -18314.133 eV
- HOMO-LUMO gap: 0.1917 hartree
- Energy relative to the best compared isomer or geometry (same formula, charge and spin): 44.2 kcal/mol
- Charge: +3
- LUMO level: -17.484 eV

These are the Mulliken partial charges, in e, on atoms 1 to 4: number 1, In, carries 1.06; number 2, C, carries -1.82; number 3, C, carries 1.19; number 4, C, carries -0.99